(1)
DFT (ωB97M-V/def2-TZVPD) results for a structure of composition C6H14O3Tm at a distorted geometry.

Output
Spin multiplicity: 3
Energy in a.u.: -1546.5791
Net charge: +3
Relative energy (zero: lowest compared OMol25 entry of this formula, charge and spin) in kcal per mole: 31.6

Atoms and positions in Å:
H (0.24222, -0.77333, 1.95020)
C (0.98811, -0.16128, -3.27905)
O (2.32214, -0.46834, -2.86551)
C (2.79061, 0.52992, -1.99395)
C (2.26286, 0.21777, -0.60859)
O (0.86626, 0.58189, -0.65833)
C (-0.23463, -0.02088, 2.59466)
C (-1.69551, -0.09350, 2.51033)
O (-2.19739, -0.41233, 1.36541)
C (-3.62545, -0.59799, 1.22962)
H (0.98212, 0.72635, -3.93951)
H (0.77887, -0.93212, -4.03856)
H (2.40119, 1.52061, -2.29196)
H (3.88548, 0.45503, -1.95750)
H (2.66403, 0.90426, 0.14584)
H (2.52594, -0.79591, -0.28674)
H (0.01925, 0.89951, 3.14643)
H (0.59628, 0.85916, 0.40879)
H (-2.32848, 0.50452, 3.18016)
H (-0.52454, -0.76155, 3.53172)
H (-3.78009, -1.40450, 0.50824)
H (-4.04381, -0.92462, 2.18786)
H (-4.03796, 0.34962, 0.86956)
Tm (-0.85747, -0.20229, -1.70911)



(2)
DFT (ωB97M-V/def2-TZVPD) results for a cluster of 5 separate species, C6H14O4 in total at a distorted geometry.

Output
Energy in a.u.: -537.9398
Relative energy (zero: lowest compared OMol25 entry of this formula, charge and spin) in kcal per mole: 43.5

Atoms and positions in Å:
C (1.03835, -0.97909, -1.34000)
C (1.26964, 0.38345, -1.09188)
C (0.34454, 1.30179, -1.49554)
C (-0.88160, 0.87730, -2.01949)
C (-1.22672, -0.49823, -2.04093)
C (-0.22302, -1.43343, -1.83303)
H (1.84713, -1.82337, -1.36460)
H (2.28929, 0.66767, -0.70861)
H (0.68451, 2.36183, -1.51039)
H (-1.57180, 1.56123, -2.60550)
H (-2.09897, -0.89809, -2.51900)
H (-0.51000, -2.39297, -2.20306)
O (-2.13591, 0.08014, 0.97829)
H (-1.54803, 0.55226, 0.46925)
H (-1.73653, -0.69482, 1.32184)
O (1.92366, 0.12569, 1.49776)
H (2.65674, -0.04570, 2.04889)
H (1.38350, 0.71551, 1.93966)
O (-0.05837, 1.57799, 2.66798)
H (-0.36508, 2.40715, 2.42761)
H (-0.74821, 0.88432, 2.72838)
O (-0.07820, -1.56859, 1.85549)
H (0.63509, -1.04374, 1.93396)
H (-0.05426, -1.88387, 0.97059)



(3)
DFT (ωB97M-V/def2-TZVPD) results for a cluster of 2 separate species, C6H14S in total at a distorted geometry.

Output
Energy in a.u.: -635.0018
Relative energy (zero: lowest compared OMol25 entry of this formula, charge and spin) in kcal per mole: 96.2

Atoms and positions in Å:
C (-2.44910, -0.64089, -1.25063)
C (-1.36039, -0.52329, 1.72722)
C (2.72757, -0.24812, 1.02007)
C (-0.96590, 1.37042, -0.13587)
C (2.44742, -0.06226, -0.40704)
C (1.77123, -0.95596, -1.19512)
S (-1.07251, -0.45688, 0.08641)
H (-2.41075, 0.33438, -1.89440)
H (-3.41653, -0.65275, -0.74100)
H (-2.12916, 0.27238, 2.05041)
H (-1.52963, -1.50026, 2.07342)
H (3.18066, 0.59674, 1.64798)
H (1.73294, -0.33968, 1.55274)
H (3.26168, -1.10304, 1.22651)
H (-1.90518, 1.63564, 0.57451)
H (0.02906, 1.54822, 0.30964)
H (-1.03500, 1.50796, -1.17816)
H (2.64661, 0.93299, -0.66372)
H (-2.25557, -1.45958, -1.77838)
H (1.54219, -0.43382, -2.18751)
H (1.46080, -1.89859, -0.87158)



(4)
DFT (ωB97M-V/def2-TZVPD) results for the molecule C6H15BNO3P.

Output
Energy in a.u.: -884.3706
Relative energy (zero: lowest compared OMol25 entry of this formula, charge and spin) in kcal per mole: 12.3

Atoms and positions in Å:
C (-2.94991, -1.70198, 1.02680)
N (-1.70708, -1.48717, 0.27564)
C (-1.94584, -0.93991, -1.05436)
B (-0.60216, -0.96342, 1.02136)
O (-0.19331, -1.62394, 2.16087)
P (0.30241, 0.70525, 0.54243)
C (1.08043, 1.15091, 2.15269)
C (1.75877, 0.06995, -0.44696)
C (1.75290, 0.69783, -1.84381)
C (2.23181, 2.13757, -1.75348)
O (3.31501, 2.43537, -1.34024)
O (1.38025, 3.09521, -2.18509)
H (-3.70944, -0.98904, 0.69680)
H (-3.35044, -2.70706, 0.87210)
H (-2.78290, -1.57312, 2.09474)
H (-2.71119, -1.52761, -1.56248)
H (-2.27817, 0.10408, -1.02223)
H (-1.03866, -1.00350, -1.65454)
H (-0.33480, -2.57199, 2.07413)
H (1.97912, 1.73406, 1.95275)
H (0.38059, 1.77146, 2.71070)
H (1.33576, 0.27956, 2.75377)
H (2.67571, 0.35465, 0.06930)
H (1.74893, -1.01749, -0.52273)
H (2.43025, 0.17427, -2.51955)
H (0.74355, 0.66310, -2.25757)
H (0.48841, 2.73294, -2.24103)



(5)
DFT (ωB97M-V/def2-TZVPD) results for the molecule C6H15BO3.

Output
Energy in a.u.: -488.1587
Relative energy (zero: lowest compared OMol25 entry of this formula, charge and spin) in kcal per mole: 77.2

Atoms and positions in Å:
C (-2.00431, -0.62868, -0.61283)
C (-1.06559, -1.82446, -0.34697)
B (0.05958, -1.53565, 0.70548)
O (0.06767, -2.24531, 1.89811)
C (1.22690, -0.45599, 0.53633)
C (1.28089, 0.33492, -0.79296)
O (0.92856, 1.68398, -0.58244)
C (0.52858, 2.34561, -1.75565)
O (1.37248, 0.37513, 1.67811)
C (0.16111, 0.89964, 2.18135)
H (-1.60404, 0.04395, -1.36844)
H (-2.18351, -0.04561, 0.29180)
H (-2.97515, -0.98206, -0.95729)
H (-1.65077, -2.68592, -0.02454)
H (-0.58619, -2.10963, -1.29168)
H (0.59392, -3.04387, 1.85580)
H (2.14007, -1.06729, 0.55286)
H (0.59921, -0.10637, -1.52780)
H (2.28923, 0.28667, -1.22024)
H (1.23610, 2.17852, -2.57472)
H (-0.46664, 2.02221, -2.08003)
H (0.49824, 3.41048, -1.53859)
H (0.40472, 1.72398, 2.84700)
H (-0.46715, 1.28925, 1.37871)
H (-0.38391, 0.13648, 2.74863)



(6)
DFT (ωB97M-V/def2-TZVPD) results for the molecule C6H15Br2NSi at a distorted geometry.

Output
Energy in a.u.: -5729.9257
Relative energy (zero: lowest compared OMol25 entry of this formula, charge and spin) in kcal per mole: 0.0

Atoms and positions in Å:
C (0.01546, 1.95204, -1.29277)
C (-0.12205, 0.43931, -1.36621)
C (-1.17085, -0.02398, -2.43520)
N (-0.47539, -0.13822, -0.01796)
C (0.54610, -0.66094, 0.85284)
C (0.21428, -2.12127, 1.20483)
C (0.86320, 0.36289, 2.00704)
Si (-2.12594, -0.12985, 0.76487)
Br (-3.22665, 1.82351, 0.18419)
Br (-3.46472, -1.70757, -0.02985)
H (0.68333, 2.12212, -2.19450)
H (-1.02969, 2.36069, -1.30272)
H (0.59007, 2.35633, -0.46875)
H (0.90784, -0.08944, -1.72714)
H (-2.11693, 0.62240, -2.47674)
H (-1.28812, -1.01463, -2.32273)
H (-0.75594, 0.27684, -3.32298)
H (1.34193, -0.85248, 0.15472)
H (-0.57074, -2.14215, 1.82690)
H (-0.08380, -2.55461, 0.32822)
H (1.13555, -2.44737, 1.72922)
H (-0.12934, 0.78110, 2.48056)
H (1.60774, 1.15068, 1.84492)
H (1.41308, -0.17231, 2.78909)
H (-1.92440, -0.43225, 2.22406)



(7)
DFT (ωB97M-V/def2-TZVPD) results for a structure of composition C6H15CaINO2 at a distorted geometry.

Output
Spin multiplicity: 2
Energy in a.u.: -1418.0743

Atoms and positions in Å:
Ca (1.46581, 1.11415, 4.58986)
I (2.84698, 0.67672, 2.00180)
C (-1.12019, 4.39844, -1.38237)
O (-0.79048, 3.10161, -1.90231)
C (-0.45653, 2.17055, -0.84405)
C (-0.28076, 0.74078, -1.42640)
N (0.00804, -0.21308, -0.29014)
C (0.31093, -1.52216, -0.79942)
C (0.69213, -2.54454, 0.31319)
O (-0.43923, -3.06475, 0.92599)
C (-0.25037, -3.92463, 2.04676)
H (-0.21624, 4.99668, -1.26798)
H (-1.72994, 4.36734, -0.47941)
H (-1.74472, 4.88264, -2.13312)
H (-1.24038, 2.23248, -0.08917)
H (0.46470, 2.51377, -0.37326)
H (0.60059, 0.81341, -2.06362)
H (-1.13191, 0.56821, -2.08508)
H (0.76529, 0.11459, 0.29236)
H (1.04764, -1.42314, -1.59664)
H (-0.55836, -1.97199, -1.27910)
H (1.37277, -2.17838, 1.08179)
H (1.12041, -3.36131, -0.26781)
H (0.01571, -4.91140, 1.66783)
H (-1.19022, -4.06949, 2.57949)
H (0.43830, -3.50648, 2.78091)



(8)
DFT (ωB97M-V/def2-TZVPD) results for a structure of composition C6H15CdFO3P at a distorted geometry.

Output
Energy in a.u.: -1071.7939
Net charge: +1

Atoms and positions in Å:
O (-2.32322, 2.56389, 1.69050)
C (-1.10408, 2.47553, 1.01263)
C (-1.28628, 1.93674, -0.39185)
P (-0.88183, -0.06996, -0.73491)
O (0.20015, 0.17379, -2.01984)
C (1.37829, -0.54604, -1.72443)
C (0.97533, -1.72114, -0.79678)
C (1.75426, -1.73302, 0.50856)
C (1.15465, -2.52391, 1.63729)
F (-0.06005, -1.98932, 2.01037)
O (-0.41623, -1.65833, -0.65373)
H (-2.53285, 1.71874, 2.07911)
H (-0.39174, 1.85944, 1.54536)
H (-0.68465, 3.47023, 0.96749)
H (-0.67750, 2.46058, -1.14113)
H (-2.35849, 1.95171, -0.61342)
H (0.19156, 0.36275, 0.15337)
H (-1.79782, -0.16853, 0.38112)
H (-1.92952, -0.17103, -1.67895)
H (1.75096, -0.92998, -2.66496)
H (2.17932, 0.06749, -1.32128)
H (1.20821, -2.63893, -1.32731)
H (2.74690, -2.12033, 0.31359)
H (1.88482, -0.71238, 0.86210)
H (1.80799, -2.46693, 2.49716)
H (1.02488, -3.56966, 1.39243)
Cd (-1.81306, 3.97861, -1.98249)